2 unconnected molecules or ions with the total composition C2H8O4 in a non-equilibrium geometry, computed with ωB97M-V/def2-TZVPD.

Cartesian coordinates (Å):
O (0.100, -0.593, -0.228)
O (-0.208, 0.859, -2.129)
O (0.959, -0.166, 0.835)
O (0.031, 2.223, -1.764)
C (-1.464, 0.147, -0.015)
C (1.313, -1.296, 1.606)
H (1.985, -0.901, 2.371)
H (-1.405, 1.231, -0.023)
H (1.841, -2.039, 1.002)
H (-0.160, 2.677, -2.597)
H (-2.090, -0.300, -0.778)
H (-1.613, -0.273, 0.973)
H (0.273, 0.185, -1.334)
H (0.439, -1.754, 2.081)

## Properties
Kohn-Sham gap in eV: 9.563
Calculated total energy in eV: -10385.967